<one>
Here is one molecule with the formula C5H11NS from OMol25. Energies are from ωB97M-V/def2-TZVPD.

```
! RIJCOSX wB97M-V def2-TZVPD def2/J DEFGRID3
* xyz 0 1
S -2.63 -0.79 -0.38
N 0.67 -1.47 -0.48
C -0.39 0.33 1.01
C 0.88 0.94 -1.13
C 1.76 -1.01 0.42
C 0.65 -0.09 -0.04
C -1.80 0.65 0.44
H -0.46 -0.52 1.74
H 0.00 -2.02 0.07
H 2.73 -0.84 -0.05
H -2.41 0.95 1.30
H -0.01 1.23 1.52
H 1.70 0.56 -1.77
H -1.63 -0.99 -1.30
H -1.78 1.44 -0.33
H 0.01 1.04 -1.83
H 1.70 -1.33 1.47
H 1.00 1.93 -0.67
*
```

The HOMO energy comes out at -0.3337 hartree.

***

<two>
Here is a 2-piece molecular cluster, C5H11NS overall from OMol25. Energies are from ωB97M-V/def2-TZVPD.

```
! RIJCOSX wB97M-V def2-TZVPD def2/J DEFGRID3
* xyz 0 1
S -1.91 -2.76 0.54
N -0.92 -1.31 0.02
C 0.93 1.88 -0.62
C -0.20 -1.38 -1.09
C 1.46 0.79 0.27
C -1.41 -0.53 -1.16
C 0.91 0.43 1.53
H 2.42 0.39 -0.10
H 0.37 -2.15 -1.61
H -1.35 0.52 -0.83
H -2.72 -2.25 1.62
H -2.24 -0.71 -1.86
H 0.08 1.53 -1.24
H 0.73 1.20 2.32
H 1.82 2.16 -1.22
H -0.13 -0.05 1.38
H 0.71 2.63 0.09
H 1.46 -0.41 1.97
*
```

The HOMO energy (spin up / spin down) comes out at -0.2602 / -0.2645 hartree.

***

The least stable of them is <two>.

***

<one>
Here is an isolated ion of composition C6H6NO and charge +1 from OMol25. Energies are from ωB97M-V/def2-TZVPD.

```
! RIJCOSX wB97M-V def2-TZVPD def2/J DEFGRID3
* xyz 1 1
O 1.76 -2.44 1.22
N -0.11 -0.02 1.21
C -0.28 -0.45 -0.21
C -0.64 1.12 1.30
C 1.47 -1.78 0.37
C -0.93 0.77 -0.90
C -1.16 1.68 0.02
C 1.16 -0.89 -0.70
H -0.99 -1.32 -0.10
H -0.93 0.79 -1.92
H 0.80 -1.38 -1.57
H -0.66 1.53 2.31
H 2.07 -0.26 -0.92
H -1.55 2.65 -0.11
*
```

The HOMO energy comes out at -0.5295 hartree.

***

<two>
Here is an isolated ion of composition C6H6NO and charge +1 from OMol25. Energies are from ωB97M-V/def2-TZVPD.

```
! RIJCOSX wB97M-V def2-TZVPD def2/J DEFGRID3
* xyz 1 1
O -2.39 -1.48 -0.16
N -1.83 0.95 0.16
C -1.06 1.86 0.06
C 0.32 2.05 -0.13
C 0.79 0.59 -0.07
C -1.42 -0.35 0.09
C 0.02 -0.52 0.06
C 0.51 -1.92 0.14
H 1.56 -2.00 -0.13
H 0.55 2.50 -1.10
H -0.09 -2.55 -0.52
H 0.37 -2.30 1.15
H 1.86 0.51 -0.18
H 0.82 2.67 0.62
*
```

The HOMO energy (spin up / spin down) comes out at -0.5409 / -0.5669 hartree.

***

The least stable of them is <two>.

***

<one>
Here is one molecule with the formula C8H10N2O4 from OMol25. Energies are from ωB97M-V/def2-TZVPD.

```
! RIJCOSX wB97M-V def2-TZVPD def2/J DEFGRID3
* xyz 0 1
O -1.06 1.06 2.64
O 2.24 -0.50 -2.35
O -2.53 -0.17 1.69
O 0.28 -1.30 -1.69
N 1.12 -0.18 -1.97
N -1.41 0.05 2.08
C -0.10 -1.44 0.67
C -1.40 0.18 -0.86
C -0.40 -0.97 1.87
C 1.50 2.17 -2.23
C 0.63 1.02 -1.87
C -0.72 1.19 -1.42
C -0.71 -1.14 -0.69
C 0.30 -1.35 3.14
H -1.17 2.16 -1.56
H -0.43 -1.50 3.94
H 1.46 2.36 -3.30
H 1.17 3.07 -1.70
H 0.98 -0.56 3.45
H 0.86 -2.27 3.00
H 0.69 -2.17 0.59
H -2.43 0.27 -0.54
H 2.53 1.95 -1.97
H -1.41 -1.95 -0.91
*
```

The HOMO energy comes out at -0.3070 hartree.

***

<two>
Here is a 2-piece molecular cluster, C8H10N2O4 overall from OMol25. Energies are from ωB97M-V/def2-TZVPD.

```
! RIJCOSX wB97M-V def2-TZVPD def2/J DEFGRID3
* xyz 0 1
O 0.85 -2.45 1.57
O 3.30 0.06 0.89
O -2.41 -0.75 0.95
O -0.18 -0.70 2.39
N -1.97 -2.36 -0.52
N -0.01 -1.64 1.44
C 1.15 0.09 -0.13
C 0.01 0.74 -0.45
C 2.22 0.76 0.46
C -1.13 -0.13 -1.08
C 0.98 2.78 0.30
C -1.76 -1.09 -0.03
C 2.11 2.11 0.63
C -0.14 2.10 -0.17
H -0.63 -0.61 -1.95
H -2.69 -2.96 0.04
H 0.91 3.94 0.20
H -1.04 2.63 -0.42
H 2.97 -0.85 1.05
H -0.95 -0.24 1.94
H 1.35 -0.98 -0.23
H -1.97 0.54 -1.49
H 3.01 2.80 0.83
H -1.71 -2.47 -1.51
*
```

The HOMO energy comes out at -0.3237 hartree.

***

The least stable of them is <one>.

***

<one>
Here is a 2-piece molecular cluster, C2H8N3S2 overall from OMol25. Energies are from ωB97M-V/def2-TZVPD.

```
! RIJCOSX wB97M-V def2-TZVPD def2/J DEFGRID3
* xyz 1 1
S -0.32 1.55 -1.74
S -0.10 1.99 1.63
N -0.51 -0.28 0.23
N 0.48 -1.04 -1.66
N -1.26 -0.16 2.49
C 0.05 -0.02 -0.94
C -0.54 0.44 1.52
H 0.57 -1.98 -1.14
H 2.34 0.78 -0.40
H 2.51 1.16 -1.01
H -1.19 0.79 -2.59
H -1.07 0.07 3.39
H -1.42 -1.17 2.31
H 0.78 -0.85 -2.58
H -0.32 -1.28 0.49
*
```

The HOMO energy comes out at -0.4702 hartree.

***

<two>
Here is C2H8N3S2 as an isolated structure from OMol25. Energies are from ωB97M-V/def2-TZVPD.

```
! RIJCOSX wB97M-V def2-TZVPD def2/J DEFGRID3
* xyz 1 1
S -0.61 -0.09 -0.76
S -3.93 -0.28 0.14
N 2.42 0.02 0.32
N 0.43 2.38 0.05
N 2.07 -1.09 -0.22
C 0.02 1.22 -0.30
C 0.97 -1.73 0.13
H -0.13 3.22 -0.13
H 0.74 -2.66 -0.35
H 0.56 -1.53 1.11
H -4.76 -1.21 -0.31
H 2.57 -1.46 -1.04
H -4.88 0.30 0.87
H 3.25 0.42 -0.11
H 1.28 2.49 0.58
*
```

The HOMO energy (spin up / spin down) comes out at -0.4625 / -0.4625 hartree.

***

<three>
Here is a 2-piece molecular cluster, C2H8N3S2 overall from OMol25. Energies are from ωB97M-V/def2-TZVPD.

```
! RIJCOSX wB97M-V def2-TZVPD def2/J DEFGRID3
* xyz 1 1
S -0.47 2.33 1.56
S -0.01 -0.41 -2.64
N 0.08 -0.07 0.50
N 1.86 1.14 1.41
N -1.34 -1.73 0.20
C 0.57 1.11 1.17
C -1.18 -0.47 0.53
H -0.07 1.03 -2.42
H -1.94 0.32 0.77
H 2.42 0.35 1.01
H -2.29 -1.96 0.04
H -0.55 -2.26 -0.27
H -0.10 -0.60 -3.97
H 0.77 -0.64 0.20
H 2.27 1.87 1.92
*
```

The HOMO energy comes out at -0.4717 hartree.

***

The least stable of them is <two>.